Record 1
ORCA calculation (ωB97M-V with the def2-TZVPD basis set) on a 8-piece molecular cluster, C45H112N8O overall at a distorted geometry.

Values from the calculation:
Total charge ... 0
HOMO-LUMO gap ... 8.4 eV
Energy above the lowest of the compared OMol25 structures with the same formula, charge and spin ... 0.0000 eV
SMILES string ... CCN(CC)CC.CCN(CC)CC.CCN(CC)CC.CCN(CC)CC.CCN(CC)CC.CCN(CC)CC.CCN(CC)CC.CNC(C)=O
Total energy ... -62449.1746 eV

Last column: Löwdin charge in e.
Atoms and positions in Å:
C -0.253 -3.708 -3.173  -0.097
C -1.565 -4.388 -2.892  -0.274
N -1.428 -5.440 -1.916  -0.208
C -2.674 -5.931 -1.395  -0.271
C -2.516 -6.828 -0.178  -0.085
C -0.493 -6.474 -2.256  -0.279
C -0.863 -7.324 -3.467  -0.070
H 0.303 -3.598 -2.243  0.071
H -0.458 -2.709 -3.567  0.061
H 0.343 -4.157 -3.970  0.077
H -2.243 -3.628 -2.498  0.106
H -2.058 -4.728 -3.828  0.120
H -3.286 -5.079 -1.096  0.106
H -3.269 -6.462 -2.169  0.115
H -1.700 -6.469 0.454  0.064
H -3.435 -6.766 0.410  0.073
H -2.350 -7.878 -0.412  0.071
H -0.412 -7.126 -1.377  0.098
H 0.525 -6.080 -2.331  0.111
H -0.836 -6.706 -4.370  0.068
H -1.868 -7.737 -3.373  0.067
H -0.168 -8.151 -3.613  0.074
C -4.445 1.580 -5.776  -0.089
C -4.102 1.255 -4.351  -0.268
N -2.826 1.855 -3.938  -0.175
C -1.768 0.862 -3.851  -0.271
C -1.499 0.190 -5.188  -0.088
C -2.973 2.565 -2.671  -0.281
C -3.624 3.911 -2.841  -0.075
H -5.506 1.433 -5.996  0.074
H -3.837 1.040 -6.500  0.061
H -4.254 2.644 -5.944  0.079
H -4.906 1.642 -3.722  0.104
H -4.042 0.167 -4.199  0.112
H -0.853 1.381 -3.553  0.112
H -1.987 0.095 -3.074  0.116
H -1.504 0.919 -6.001  0.080
H -0.540 -0.330 -5.186  0.047
H -2.244 -0.568 -5.461  0.072
H -1.987 2.737 -2.229  0.102
H -3.513 1.940 -1.936  0.091
H -4.621 3.811 -3.287  0.072
H -3.065 4.517 -3.554  0.082
H -3.708 4.425 -1.885  0.056
C 3.143 -2.728 3.790  -0.087
C 2.607 -3.000 2.403  -0.261
N 3.159 -4.221 1.796  -0.166
C 4.524 -3.978 1.307  -0.257
C 5.300 -5.301 1.371  -0.086
C 2.291 -4.614 0.681  -0.267
C 1.102 -5.461 1.107  -0.077
H 2.644 -1.856 4.221  0.067
H 4.208 -2.455 3.756  0.064
H 3.069 -3.569 4.476  0.074
H 1.525 -3.122 2.502  0.104
H 2.758 -2.138 1.738  0.102
H 4.588 -3.586 0.284  0.092
H 5.022 -3.279 1.979  0.104
H 5.212 -5.754 2.357  0.070
H 4.917 -6.008 0.634  0.062
H 6.373 -5.129 1.221  0.069
H 2.887 -5.151 -0.066  0.110
H 1.912 -3.719 0.140  0.101
H 1.403 -6.323 1.708  0.079
H 0.520 -5.714 0.219  0.039
H 0.420 -4.930 1.782  0.062
C -5.747 3.001 1.662  -0.065
C -4.466 2.261 1.244  -0.264
N -4.608 0.852 0.853  -0.182
C -5.467 0.704 -0.354  -0.255
C -5.215 -0.586 -1.082  -0.084
C -5.135 0.018 1.936  -0.268
C -4.238 -0.065 3.154  -0.066
H -6.510 2.982 0.879  0.069
H -5.549 4.036 1.930  0.069
H -6.209 2.512 2.525  0.071
H -4.018 2.827 0.421  0.083
H -3.791 2.323 2.100  0.082
H -5.174 1.522 -1.019  0.090
H -6.515 0.916 -0.089  0.118
H -4.213 -0.563 -1.508  0.061
H -5.920 -0.700 -1.914  0.081
H -5.353 -1.485 -0.484  0.063
H -6.179 0.274 2.190  0.116
H -5.217 -0.992 1.516  0.100
H -4.082 0.902 3.628  0.068
H -4.694 -0.729 3.885  0.080
H -3.273 -0.465 2.845  0.061
C 3.208 0.061 -0.516  -0.080
C 3.649 -1.228 -1.155  -0.262
N 3.779 -1.195 -2.598  -0.198
C 4.561 -2.292 -3.101  -0.273
C 6.007 -2.267 -2.663  -0.086
C 2.503 -1.111 -3.281  -0.258
C 2.658 -0.622 -4.697  -0.086
H 2.961 -0.157 0.524  0.050
H 2.297 0.504 -0.920  0.062
H 4.015 0.790 -0.595  0.078
H 4.602 -1.498 -0.704  0.096
H 2.955 -2.058 -0.887  0.108
H 4.076 -3.237 -2.760  0.124
H 4.504 -2.303 -4.186  0.103
H 6.459 -1.285 -2.780  0.081
H 6.141 -2.584 -1.628  0.054
H 6.560 -2.988 -3.274  0.075
H 1.866 -0.441 -2.709  0.103
H 2.021 -2.111 -3.315  0.103
H 1.723 -0.209 -5.094  0.051
H 2.950 -1.405 -5.398  0.067
H 3.384 0.191 -4.753  0.084
C 2.763 1.488 3.240  -0.093
C 3.168 2.555 2.270  -0.258
N 4.555 2.999 2.374  -0.202
C 4.853 4.024 1.410  -0.276
C 6.327 4.369 1.339  -0.094
C 5.049 3.218 3.705  -0.249
C 4.589 4.546 4.359  -0.067
H 2.647 1.857 4.260  0.060
H 3.506 0.683 3.242  0.081
H 1.824 1.024 2.928  0.068
H 3.038 2.196 1.246  0.095
H 2.514 3.457 2.361  0.099
H 4.575 3.641 0.423  0.115
H 4.255 4.933 1.617  0.117
H 6.689 4.827 2.262  0.059
H 6.948 3.485 1.172  0.081
H 6.515 5.048 0.506  0.073
H 6.146 3.213 3.675  0.106
H 4.804 2.373 4.345  0.100
H 5.140 5.395 3.946  0.061
H 4.703 4.587 5.442  0.070
H 3.529 4.721 4.133  0.049
C -2.037 4.798 0.915  -0.068
C -2.371 4.898 2.397  -0.254
N -1.304 5.302 3.289  -0.184
C -0.845 6.645 3.055  -0.276
C -1.838 7.694 3.526  -0.086
C -0.203 4.344 3.252  -0.265
C 0.638 4.344 4.522  -0.081
H -1.310 4.020 0.697  0.052
H -1.614 5.746 0.582  0.071
H -2.957 4.613 0.358  0.048
H -3.187 5.624 2.499  0.107
H -2.809 3.979 2.795  0.097
H 0.103 6.797 3.573  0.109
H -0.598 6.833 1.992  0.110
H -1.395 8.694 3.488  0.072
H -2.743 7.740 2.915  0.062
H -2.165 7.489 4.546  0.078
H 0.488 4.478 2.396  0.110
H -0.612 3.332 3.148  0.116
H 1.305 3.480 4.506  0.043
H 0.020 4.313 5.419  0.080
H 1.265 5.238 4.592  0.060
C -0.905 1.308 0.303  0.013
C -0.741 -0.127 0.731  -0.553
O 0.337 -0.516 1.120  0.045
N -1.868 -0.870 0.718  0.016
C -1.860 -2.294 1.023  -0.064
H -0.775 1.462 -0.767  0.068
H -0.201 1.946 0.836  0.071
H -1.896 1.687 0.583  0.058
H -2.782 -0.431 0.592  0.088
H -1.465 -2.482 2.023  0.083
H -1.298 -2.857 0.279  0.075
H -2.896 -2.637 1.011  0.077

Record 2
ORCA calculation (ωB97M-V with the def2-TZVPD basis set) on a 12-piece molecular cluster, C45H125N13O12 overall at a distorted geometry.

Values from the calculation:
Total charge ... 0
HOMO-LUMO gap ... 9.0 eV
Energy above the lowest of the compared OMol25 structures with the same formula, charge and spin ... 7.8342 eV
SMILES string ... COC[C@H](C)N.COC[C@H](C)N.COC[C@H](C)N.COC[C@H](C)N.COC[C@H](C)N.COC[C@H](C)N.COC[C@H](C)N.COC[C@H](C)N.COC[C@H](C)N.COC[C@H](C)N.COC[C@H](C)N.NC(N)=O
Total energy ... -92620.4021 eV

Last column: Löwdin charge in e.
Atoms and positions in Å:
C -6.912 -5.119 6.812  -0.804
O -6.036 -4.367 7.025  0.075
N -7.910 -5.251 7.678  0.145
N -7.174 -5.749 5.678  0.152
H -7.949 -4.593 8.443  0.120
H -8.588 -5.951 7.412  0.099
H -7.734 -6.579 5.809  0.097
H -6.563 -5.783 4.875  0.116
C 1.634 -4.896 6.484  -0.051
C 1.430 -4.042 7.799  -0.429
C 1.029 -2.543 7.728  -0.178
O 2.177 -1.811 7.249  -0.210
C 2.166 -0.371 7.422  -0.079
N 0.534 -4.845 8.565  0.006
H 2.604 -4.538 6.139  0.064
H 0.855 -4.663 5.758  0.074
H 1.752 -5.949 6.740  0.066
H 2.382 -4.029 8.330  0.125
H 0.776 -2.119 8.700  0.114
H 0.079 -2.434 7.205  0.118
H 1.698 -0.061 8.356  0.077
H 1.464 -0.046 6.655  0.081
H 3.189 -0.008 7.322  0.088
H -0.380 -4.557 8.245  0.068
H 0.568 -5.842 8.404  0.064
C -2.071 5.369 4.618  -0.088
C -3.338 5.623 5.322  -0.470
C -3.647 4.576 6.425  -0.164
O -2.589 4.272 7.371  -0.196
C -3.012 3.583 8.487  -0.140
N -3.446 7.018 5.690  0.042
H -1.207 5.193 5.259  0.081
H -1.840 5.990 3.753  0.087
H -2.170 4.352 4.238  0.081
H -4.062 5.465 4.524  0.132
H -4.020 3.652 5.981  0.120
H -4.515 4.936 6.977  0.108
H -2.118 3.457 9.099  0.093
H -3.423 2.611 8.213  0.087
H -3.767 4.195 8.981  0.086
H -2.585 7.305 6.134  0.075
H -4.278 7.127 6.251  0.068
C 5.099 5.974 -4.173  -0.074
C 6.548 5.353 -4.102  -0.363
C 7.165 5.514 -2.673  -0.195
O 8.567 5.114 -2.696  -0.209
C 9.302 5.428 -1.442  -0.077
N 6.324 3.896 -4.466  0.019
H 4.414 5.512 -3.462  0.075
H 4.735 5.867 -5.195  0.071
H 5.216 7.055 -4.096  0.068
H 7.168 5.843 -4.853  0.128
H 6.693 4.946 -1.872  0.121
H 7.055 6.574 -2.442  0.110
H 10.294 4.991 -1.323  0.081
H 8.788 5.096 -0.541  0.071
H 9.307 6.509 -1.305  0.076
H 5.397 3.578 -4.221  0.048
H 7.014 3.323 -4.002  0.052
C -4.857 -2.686 -4.973  -0.081
C -5.322 -3.457 -3.784  -0.468
C -6.862 -3.552 -3.739  -0.218
O -7.338 -3.870 -2.479  -0.166
C -8.637 -3.503 -2.273  -0.143
N -4.624 -4.710 -3.816  0.038
H -4.899 -1.599 -4.911  0.078
H -5.442 -3.016 -5.832  0.084
H -3.793 -2.791 -5.183  0.077
H -5.088 -2.915 -2.868  0.133
H -7.217 -4.243 -4.503  0.134
H -7.234 -2.564 -4.009  0.118
H -9.014 -2.642 -2.825  0.091
H -8.843 -3.462 -1.204  0.090
H -9.249 -4.355 -2.571  0.085
H -3.724 -4.494 -3.413  0.074
H -4.950 -5.337 -3.093  0.072
C -14.923 -1.932 8.799  -0.087
C -15.587 -0.916 7.917  -0.420
C -14.505 -0.143 6.968  -0.182
O -14.010 -0.999 5.932  -0.160
C -12.847 -0.348 5.412  -0.131
N -16.748 -1.542 7.304  0.020
H -15.456 -2.877 8.902  0.071
H -14.754 -1.606 9.825  0.074
H -14.007 -2.370 8.402  0.072
H -16.152 -0.211 8.528  0.127
H -13.801 0.201 7.725  0.118
H -15.153 0.658 6.612  0.112
H -12.899 0.644 4.962  0.087
H -12.552 -0.903 4.522  0.080
H -11.954 -0.426 6.032  0.087
H -16.442 -2.190 6.592  0.069
H -17.254 -0.828 6.800  0.065
C -0.684 0.400 -1.472  -0.070
C -0.358 0.254 0.073  -0.381
C -1.483 -0.596 0.795  -0.199
O -2.754 0.036 0.807  -0.185
C -3.737 -0.783 1.386  -0.120
N 0.898 -0.465 0.068  0.005
H -1.707 0.727 -1.656  0.061
H -0.649 -0.521 -2.054  0.067
H 0.014 1.043 -2.007  0.063
H -0.183 1.236 0.511  0.128
H -1.187 -0.755 1.832  0.110
H -1.481 -1.632 0.454  0.123
H -3.517 -1.075 2.413  0.089
H -3.954 -1.581 0.677  0.088
H -4.672 -0.227 1.457  0.085
H 1.663 0.194 0.037  0.073
H 1.038 -0.919 0.960  0.063
C 12.909 -0.035 -3.346  -0.062
C 12.260 -0.050 -4.740  -0.483
C 11.034 -0.928 -4.832  -0.195
O 10.014 -0.646 -3.830  -0.188
C 8.791 -1.411 -4.064  -0.087
N 12.077 1.308 -5.069  0.028
H 12.200 0.258 -2.571  0.073
H 13.736 0.665 -3.226  0.078
H 13.218 -1.039 -3.053  0.075
H 13.044 -0.277 -5.463  0.137
H 11.372 -1.964 -4.802  0.118
H 10.607 -0.912 -5.835  0.115
H 8.999 -2.477 -3.969  0.083
H 8.344 -1.211 -5.038  0.078
H 7.993 -1.096 -3.392  0.081
H 11.575 1.330 -5.945  0.078
H 11.480 1.553 -4.293  0.073
C -6.802 4.429 -2.148  -0.091
C -7.004 5.784 -1.588  -0.462
C -5.668 6.615 -1.453  -0.159
O -5.944 7.932 -0.913  -0.200
C -4.841 8.813 -0.752  -0.106
N -7.934 6.514 -2.452  0.034
H -6.060 3.875 -1.573  0.077
H -6.398 4.439 -3.161  0.084
H -7.706 3.820 -2.140  0.080
H -7.475 5.672 -0.612  0.131
H -5.069 6.549 -2.361  0.126
H -5.165 6.021 -0.691  0.115
H -4.087 8.629 -1.518  0.078
H -4.295 8.487 0.133  0.079
H -5.035 9.882 -0.669  0.087
H -8.805 6.053 -2.232  0.068
H -7.899 7.460 -2.098  0.059
C 3.713 -7.998 -3.810  -0.075
C 2.663 -7.499 -4.698  -0.490
C 1.786 -8.532 -5.328  -0.162
O 2.511 -9.221 -6.413  -0.195
C 2.205 -8.652 -7.679  -0.123
N 1.961 -6.429 -3.975  0.024
H 4.295 -8.781 -4.296  0.086
H 3.219 -8.586 -3.036  0.090
H 4.374 -7.196 -3.483  0.087
H 3.126 -6.897 -5.480  0.130
H 0.782 -8.220 -5.616  0.124
H 1.650 -9.354 -4.626  0.122
H 2.318 -7.570 -7.751  0.079
H 1.207 -8.966 -7.987  0.086
H 3.017 -9.013 -8.309  0.087
H 1.423 -5.834 -4.588  0.067
H 2.550 -5.893 -3.354  0.063
C 9.206 -0.811 3.659  -0.054
C 10.071 -0.317 4.857  -0.441
C 11.346 0.358 4.306  -0.244
O 12.085 -0.380 3.392  -0.201
C 13.395 0.166 3.177  -0.082
N 9.457 0.676 5.622  0.015
H 8.317 -1.393 3.902  0.066
H 9.809 -1.394 2.964  0.067
H 8.789 -0.035 3.017  0.074
H 10.298 -1.185 5.476  0.135
H 11.950 0.657 5.162  0.115
H 11.136 1.313 3.823  0.128
H 13.233 1.144 2.725  0.083
H 13.562 -0.574 2.394  0.098
H 14.094 0.270 4.007  0.088
H 10.130 1.002 6.300  0.071
H 8.770 0.426 6.319  0.081
C 3.562 0.311 -10.587  -0.083
C 2.656 1.528 -10.808  -0.429
C 1.293 1.370 -10.082  -0.210
O 0.715 2.639 -9.923  -0.177
C 0.298 3.174 -11.142  -0.136
N 3.542 2.579 -10.305  0.031
H 3.012 -0.596 -10.838  0.072
H 4.030 0.243 -9.604  0.078
H 4.402 0.475 -11.262  0.074
H 2.427 1.747 -11.851  0.128
H 1.377 0.810 -9.151  0.126
H 0.699 0.691 -10.695  0.118
H -0.574 2.599 -11.454  0.092
H 0.962 3.425 -11.969  0.090
H -0.173 4.115 -10.857  0.091
H 3.639 2.643 -9.302  0.079
H 3.018 3.425 -10.476  0.056

Record 3
ORCA calculation (ωB97M-V with the def2-TZVPD basis set) on C45H24HfN9O6S4 as an isolated structure at a distorted geometry.

Values from the calculation:
Total charge ... -1
HOMO-LUMO gap ... 3.8 eV
Energy above the lowest of the compared OMol25 structures with the same formula, charge and spin ... 6.0147 eV
Total energy ... -117403.3771 eV

Last column: Löwdin charge in e.
Atoms and positions in Å:
Hf 0.830 0.237 -0.143  1.601
C -1.680 -4.501 -3.828  -0.077
C -1.733 -5.229 -2.637  -0.082
C -1.036 -4.825 -1.514  -0.033
C -0.293 -3.654 -1.596  -0.110
C 0.430 -2.863 -0.620  -0.279
N 0.915 -1.728 -1.205  0.053
C 0.547 -1.745 -2.520  -0.282
N 0.848 -0.870 -3.460  0.224
C 1.515 0.233 -3.212  -0.280
C 1.894 1.167 -4.257  -0.091
C 1.659 1.202 -5.621  -0.005
C 2.154 2.281 -6.333  -0.082
C 2.892 3.285 -5.707  -0.083
C 3.146 3.247 -4.345  -0.008
C 2.627 2.185 -3.621  -0.087
C 2.637 1.845 -2.209  -0.270
N 3.180 2.619 -1.298  0.219
C 3.128 2.349 -0.009  -0.270
N 2.642 1.227 0.594  0.047
C 2.814 1.365 1.944  -0.275
N 2.583 0.446 2.861  0.219
C 2.057 -0.731 2.591  -0.275
N 1.564 -1.159 1.388  0.044
C 1.163 -2.458 1.535  -0.279
N 0.613 -3.240 0.631  0.218
C 1.437 -2.909 2.884  -0.092
C 1.298 -4.140 3.508  -0.006
C 1.709 -4.249 4.826  -0.082
C 2.244 -3.155 5.505  -0.085
C 2.396 -1.927 4.887  -0.009
C 1.991 -1.808 3.564  -0.089
C 3.431 2.646 2.233  -0.086
C 3.772 3.298 3.409  -0.008
C 4.343 4.554 3.309  -0.083
C 4.585 5.146 2.068  -0.083
C 4.247 4.507 0.890  -0.009
C 3.652 3.258 0.984  -0.090
N 1.990 0.658 -2.008  0.056
C -0.231 -2.929 -2.802  -0.091
C -0.917 -3.352 -3.930  -0.003
H -2.259 -4.837 -4.676  0.099
H -2.348 -6.118 -2.595  0.100
H -1.085 -5.377 -0.587  0.117
H 1.098 0.413 -6.097  0.112
H 1.960 2.362 -7.395  0.098
H 3.267 4.111 -6.296  0.097
H 3.722 4.019 -3.859  0.110
H 0.898 -4.979 2.966  0.110
H 1.626 -5.198 5.337  0.098
H 2.552 -3.280 6.535  0.098
H 2.817 -1.080 5.408  0.111
H 3.577 2.832 4.362  0.112
H 4.607 5.097 4.205  0.098
H 5.029 6.131 2.034  0.097
H 4.419 4.954 -0.076  0.111
H -0.871 -2.779 -4.841  0.112
S -0.833 2.421 1.920  0.915
C -2.756 0.570 1.481  -0.644
N -2.473 -0.558 0.618  -0.102
C -3.463 -1.540 0.689  -0.231
C -3.370 -2.798 0.120  0.014
C -4.450 -3.662 0.229  -0.090
C -5.608 -3.273 0.882  -0.107
C -5.701 -2.017 1.464  -0.094
C -4.619 -1.167 1.377  -0.443
S -4.462 0.415 2.106  1.093
H -2.461 -3.099 -0.374  0.088
H -4.383 -4.655 -0.193  0.093
H -6.443 -3.953 0.949  0.092
H -6.587 -1.703 1.995  0.101
O -1.203 -0.984 1.135  -0.335
S -1.440 -0.087 2.680  0.989
O -2.197 -1.000 3.519  -0.448
O 0.041 1.139 1.539  -0.936
C -2.509 2.030 1.020  -0.582
C -3.534 2.908 1.651  -0.233
C -4.340 3.742 0.948  -0.133
C -4.232 3.872 -0.447  -0.139
C -3.223 3.174 -1.085  -0.113
C -2.400 2.292 -0.426  -0.287
S -1.016 1.736 -1.351  0.564
O 0.242 2.246 -0.743  -0.402
O -1.161 2.138 -2.722  -0.267
O -0.889 0.250 -1.206  -0.391
H -3.581 2.867 2.730  0.085
H -5.078 4.327 1.478  0.098
H -4.888 4.524 -0.999  0.072
H -3.039 3.291 -2.142  0.100